No. 1
{
  "formula": "C10H13N2O6Re",
  "method": "the ωB97M-V functional and the def2-TZVPD basis",
  "elements": ["Re", "O", "O", "O", "O", "O", "O", "N", "N", "C", "C", "C", "C", "C", "C", "C", "C", "C", "C", "H", "H", "H", "H", "H", "H", "H", "H", "H", "H", "H", "H", "H"],
  "coordinates": [[0.5378, -0.1003, -2.1657], [1.1212, 4.1873, -2.6290], [-1.0077, -0.7332, -4.8034], [-1.7455, -5.7181, -2.1600], [-0.5334, 0.4860, -0.5333], [3.2099, 0.4144, -3.6562], [2.2865, -2.3190, -0.9514], [-1.6481, 0.3641, 1.3684], [0.7401, 0.6225, 1.4030], [-0.9635, -4.9137, -2.1119], [-1.9495, 0.6041, 2.7785], [-0.4496, 0.4930, 0.7810], [1.9878, 1.0043, 0.7216], [-2.7532, 0.1166, 0.4528], [1.5566, -1.6012, -1.4806], [1.5433, 3.2136, -2.2004], [2.2064, 0.1541, -3.0852], [0.9512, 0.2056, 2.7873], [-0.3904, -0.5053, -3.8372], [0.5130, -1.6715, -1.8820], [2.3377, 1.9634, 1.1469], [2.0197, -0.0082, 2.8882], [-3.0332, 0.7212, 2.8723], [1.8923, 1.0572, -0.3773], [-2.5479, -0.7784, -0.1505], [-2.9003, 0.9624, -0.2306], [-1.4717, 1.5225, 3.1439], [2.7399, 0.2385, 0.9635], [-3.6662, -0.0287, 1.0319], [0.6708, 0.9952, 3.4990], [0.3903, -0.7102, 3.0009], [-1.6443, -0.2381, 3.4155]],
  "atomic_forces_ev_per_a": [[0.21, 1.34, 2.27], [1.43, -2.83, 1.34], [3.16, 0.71, 4.27], [0.42, 0.32, 0.01], [0.58, 0.39, 1.01], [-5.42, -1.58, 3.26], [-1.44, 0.62, -1.29], [-0.36, 0.15, 0.81], [-0.52, -0.26, 0.09], [-0.38, -0.20, 0.00], [-0.49, 0.23, 0.35], [0.88, -0.03, -2.49], [0.21, -0.20, -0.33], [-0.89, -0.43, 0.17], [5.62, -0.18, 3.69], [-1.63, 2.56, -1.42], [7.17, 2.07, -4.86], [0.26, -0.12, 0.63], [-4.84, -0.65, -6.20], [-4.03, -2.49, -1.56], [-0.21, -0.25, -0.21], [-0.30, 0.12, 0.19], [0.26, -0.06, -0.03], [-0.09, 0.36, 0.73], [-0.01, 0.22, 0.14], [0.16, 0.03, 0.09], [0.07, -0.19, -0.18], [-0.18, 0.23, -0.08], [0.19, 0.01, -0.04], [0.12, -0.11, -0.15], [0.07, 0.19, -0.02], [-0.03, 0.03, -0.20]],
  "lowdin_spin": [1.2026, 0.0016, 0.1571, 0.0000, 0.0721, 0.1378, 0.0290, 0.3774, 0.3364, 0.0000, 0.0552, -0.0075, 0.0703, 0.0574, 0.0646, 0.0044, 0.0616, 0.0411, 0.1399, 0.0111, 0.0220, 0.0037, 0.0026, 0.0169, 0.0212, 0.0290, 0.0178, 0.0129, 0.0017, 0.0208, 0.0113, 0.0280],
  "e_above_lowest_kcal_mol": 70.9,
  "lumo_ev": [-13.1, -15.4],
  "total_charge": 3,
  "homo_lumo_gap_ev": [6.69, 5.28],
  "multiplicity": 4,
  "homo_energy_ha": [-0.7283, -0.7594]
}

***

No. 2
{
  "formula": "C10H13NO",
  "method": "the ωB97M-V functional and the def2-TZVPD basis",
  "elements": ["O", "N", "C", "C", "C", "C", "C", "C", "C", "C", "C", "C", "H", "H", "H", "H", "H", "H", "H", "H", "H", "H", "H", "H", "H"],
  "coordinates": [[1.6666, -3.3785, 2.1024], [0.4789, -1.0736, 0.8532], [1.1891, -1.9572, 4.1414], [-2.6766, 0.3329, -2.0873], [-1.4179, 2.4617, -2.5462], [-1.3165, 0.1342, -1.5129], [-0.9494, 3.1498, -3.4069], [1.1128, -0.9105, 1.8201], [2.1180, -2.5849, 3.1626], [-1.9284, 1.5472, -1.5345], [1.8211, -1.1165, 3.0563], [-0.3984, 4.1162, -4.3491], [-0.4715, -0.0525, -2.1822], [-2.2988, 1.9874, -0.6035], [-0.3284, 5.0822, -3.8029], [0.1021, -2.0780, 4.1129], [-2.7311, 0.2552, -3.1835], [-3.5505, -0.0754, -1.5526], [2.6300, -0.4284, 3.2566], [1.6079, -1.7833, 5.1529], [-1.0603, 4.3320, -5.1909], [-1.2887, -0.4448, -0.5549], [1.6676, -4.2537, 2.5187], [0.5690, 3.7589, -4.7114], [3.1446, -2.7949, 3.4882]],
  "atomic_forces_ev_per_a": [[0.27, -0.50, 1.19], [1.35, 0.80, 1.79], [-0.11, 0.42, 1.02], [-0.28, -0.23, -0.67], [-0.12, -0.54, 0.77], [-0.16, -0.42, 1.15], [-0.19, 0.30, -0.16], [-1.88, -0.43, -1.58], [0.79, -0.09, -0.02], [-0.11, -0.67, -0.43], [0.45, 0.22, -0.88], [-0.17, 0.57, 0.41], [-0.40, 0.12, 0.27], [0.26, -0.21, -0.37], [0.45, -0.52, -0.41], [0.52, -0.24, -0.19], [-0.22, 0.25, 0.61], [0.61, 0.37, -0.24], [-0.14, 0.06, 0.19], [-0.41, -0.12, -0.76], [0.04, -0.33, -0.03], [0.21, 1.00, -1.02], [-0.25, -0.10, -0.64], [-0.05, 0.40, -0.01], [-0.46, -0.12, 0.04]],
  "nbo_charge": [-0.6730, -0.3232, -0.4220, -0.4052, -0.0203, -0.3986, -0.0181, 0.2911, 0.1025, -0.3084, -0.3672, -0.6790, 0.2222, 0.2357, 0.2331, 0.2480, 0.2162, 0.2133, 0.2531, 0.2314, 0.2280, 0.2468, 0.4760, 0.2314, 0.1862],
  "e_above_lowest_kcal_mol": 106.6,
  "lumo_ev": 0.6,
  "total_charge": 0,
  "homo_lumo_gap_ev": 9.13,
  "smiles": "N#C[C@H]1C[C@H]1O.CC#CC1CC1",
  "homo_energy_ha": -0.3124
}

***

No. 3
{
  "formula": "C10H13NO",
  "method": "the ωB97M-V functional and the def2-TZVPD basis",
  "elements": ["O", "N", "C", "C", "C", "C", "C", "C", "C", "C", "C", "C", "H", "H", "H", "H", "H", "H", "H", "H", "H", "H", "H", "H", "H"],
  "coordinates": [[0.4641, 0.0689, 1.8850], [2.3058, -1.8948, -1.1918], [-0.6508, -1.2305, -0.0358], [2.6917, 1.2871, 0.3860], [-0.0857, 0.0540, 0.5847], [-0.8568, 1.2811, 0.2767], [-1.4392, -0.9242, -1.2382], [-1.4021, 1.4030, -0.9691], [2.1181, -0.7915, -0.8539], [-1.9713, 0.2587, -1.6312], [1.7925, 0.5697, -0.5328], [-1.5481, -1.8517, 1.0661], [-2.5783, -1.6621, 0.8528], [1.3428, 1.2833, -1.1838], [-1.1473, -1.3603, 1.9514], [-1.7770, 2.4131, -1.2435], [-0.7062, 2.1114, 1.0375], [3.5087, 1.7525, -0.0982], [-2.5803, 0.3124, -2.5271], [2.0222, 2.0659, 0.8891], [-1.2743, -2.9686, 1.1994], [0.5415, 0.9040, 2.2462], [0.0940, -2.0183, -0.2794], [-1.8868, -1.7970, -1.7760], [3.0226, 0.7338, 1.1857]],
  "atomic_forces_ev_per_a": [[-1.00, -4.35, -2.12], [-0.28, 1.38, 0.80], [0.94, 0.05, 1.06], [-2.55, 1.91, 0.68], [1.96, 2.03, -0.35], [1.46, 0.18, -0.23], [-2.50, -0.77, -1.74], [-2.23, 2.33, 1.95], [0.17, -0.26, -1.57], [2.72, -1.23, -0.19], [-1.62, -1.89, 1.46], [1.84, -1.78, 0.35], [-0.66, -0.07, 0.30], [-0.33, -0.49, -1.26], [-0.90, -0.33, 0.46], [0.30, -0.73, 0.10], [-0.18, -0.70, -1.49], [0.84, 0.65, -0.54], [0.00, 0.19, 0.26], [1.09, -0.36, -0.73], [-0.92, 1.73, -0.37], [0.02, 2.87, 0.72], [0.10, 0.88, 0.12], [0.73, 0.42, 0.64], [1.01, -1.67, 1.68]],
  "nbo_charge": [-0.7128, -0.3776, -0.3849, -0.6127, 0.4284, -0.2848, -0.0987, -0.1916, 0.2673, -0.2665, -0.3328, -0.5954, 0.2180, 0.2377, 0.2353, 0.2133, 0.2079, 0.2252, 0.2296, 0.1857, 0.2215, 0.4777, 0.2794, 0.2115, 0.2192],
  "e_above_lowest_kcal_mol": 102.4,
  "lumo_ev": [-0.3, -0.3],
  "total_charge": 0,
  "homo_lumo_gap_ev": [7.42, 7.42],
  "homo_energy_ha": [-0.2837, -0.2837]
}

***

No. 4
{
  "formula": "C10H13NO3",
  "method": "the ωB97M-V functional and the def2-TZVPD basis",
  "elements": ["O", "O", "O", "N", "C", "C", "C", "C", "C", "C", "C", "C", "C", "C", "H", "H", "H", "H", "H", "H", "H", "H", "H", "H", "H", "H", "H"],
  "coordinates": [[-1.3047, -1.9591, 1.2965], [1.4880, -1.4367, -2.1250], [0.0634, -2.8482, -1.1599], [-0.4278, 4.8483, 0.5865], [-0.6830, -1.0917, 0.6620], [-2.2430, -1.3428, 2.2682], [-0.2864, 3.4831, 0.0789], [0.4974, 1.0715, 0.3733], [-0.1215, -1.5845, -0.5868], [0.8356, -0.7649, -1.1640], [1.1708, 0.5618, -0.7868], [0.7636, 2.5051, 0.6974], [1.3656, -2.7899, -1.9013], [-0.5586, 0.3171, 0.9716], [1.7958, 2.8051, 0.5532], [-2.8424, -2.0730, 2.8051], [-1.4097, 5.4156, 0.5473], [0.6232, 2.4415, 1.8470], [-2.8978, -0.6235, 1.6717], [1.2653, -3.3004, -2.8613], [-0.2498, 3.6000, -0.9901], [-0.9950, 0.6299, 1.8517], [-0.2928, 4.6930, 1.7289], [-1.1934, 2.9429, 0.3143], [2.2716, -3.1695, -1.1910], [-1.5304, -0.7152, 3.0647], [2.0331, 1.1790, -1.2147]],
  "atomic_forces_ev_per_a": [[-4.95, -2.76, 4.92], [1.47, 0.58, -1.54], [0.28, -0.65, 0.23], [-0.50, 1.51, 5.20], [3.12, 3.25, -5.41], [1.91, 1.89, 0.66], [-1.64, -0.56, 0.24], [-0.60, -0.99, -3.20], [2.16, 1.59, 0.85], [0.07, 1.91, 0.63], [0.02, -0.11, 1.20], [-0.72, 0.78, 2.80], [-0.54, -0.11, 2.61], [2.74, -1.94, -1.94], [0.15, -0.09, -0.30], [0.35, -0.28, -0.33], [2.85, -2.63, -0.35], [0.15, 1.05, -1.42], [0.82, -0.88, 0.99], [0.06, -0.23, 0.43], [0.49, -0.56, -0.59], [-0.79, 1.01, 1.44], [-0.51, 0.99, -3.68], [-0.62, -0.34, -0.38], [-2.10, 0.54, -1.56], [-2.21, -1.72, -1.90], [-1.46, -1.28, 0.37]],
  "nbo_charge": [-0.4597, -0.4937, -0.5101, -0.8538, 0.3387, -0.2764, -0.2079, 0.0413, 0.1531, 0.2675, -0.3040, -0.4316, 0.2486, -0.3767, 0.2213, 0.2115, 0.3804, 0.1963, 0.2009, 0.1885, 0.1932, 0.2087, 0.3354, 0.1645, 0.1461, 0.1869, 0.2308],
  "e_above_lowest_kcal_mol": 117.5,
  "lumo_ev": 0.8,
  "total_charge": 0,
  "homo_lumo_gap_ev": 8.65,
  "smiles": "COc1cc(CCN)cc2c1OCO2",
  "homo_energy_ha": -0.2903
}

***

No. 5
{
  "formula": "C10H13NO8V",
  "method": "the ωB97M-V functional and the def2-TZVPD basis",
  "elements": ["V", "O", "O", "O", "O", "O", "O", "O", "O", "N", "C", "C", "C", "C", "C", "C", "C", "C", "C", "C", "H", "H", "H", "H", "H", "H", "H", "H", "H", "H", "H", "H", "H"],
  "coordinates": [[0.9546, 0.3426, 1.4484], [2.1913, -1.6534, -1.4310], [-0.4274, 1.9444, 0.7937], [0.3852, -1.1377, 1.2352], [-2.9518, 3.7000, 0.9031], [1.7746, 3.9518, 4.9581], [0.9212, 1.1870, 3.5844], [2.3818, 0.5431, 0.6925], [2.4031, -3.7609, -1.8274], [1.7536, -2.7224, -1.8317], [0.0494, -3.6445, -3.4074], [-1.6805, -1.4716, -2.8190], [2.1727, 2.6452, 5.3310], [-2.7047, 2.7049, -0.0819], [-2.1598, -2.4834, -3.6365], [-1.1836, 2.3346, -0.3034], [-0.3756, -1.6077, -2.2199], [2.1862, 1.4162, 4.2482], [0.4048, -2.6789, -2.4522], [-1.2872, -3.5870, -4.0037], [3.1423, 2.6659, 5.8285], [-2.3345, -0.6366, -2.6158], [-3.1663, -2.3286, -3.9963], [-3.1574, 2.9190, -1.0501], [0.6194, -4.5380, -3.6154], [2.5687, 0.5539, 4.7943], [1.4634, 2.2546, 6.0607], [2.8922, 1.5138, 3.4235], [-0.0639, -0.7782, -1.6025], [-1.1138, 1.6053, -1.1105], [-1.6527, -4.2773, -4.7496], [-3.2797, 1.8562, 0.2885], [-0.7258, 3.1680, -0.8361]],
  "atomic_forces_ev_per_a": [[-1.62, 4.53, 0.29], [-0.51, -1.04, -0.27], [1.93, -2.57, 1.13], [0.48, 0.42, 0.00], [0.50, -0.72, -1.89], [0.54, -2.26, 0.22], [1.97, -1.04, -0.55], [-1.61, -0.62, 1.14], [-0.75, -0.13, -0.15], [1.01, 1.32, 0.09], [-3.28, -0.50, -0.66], [1.42, -1.36, 0.43], [-0.33, 0.38, -1.14], [0.31, 1.36, 3.34], [1.85, -0.72, -0.18], [-0.66, 0.01, -0.47], [-2.61, 2.26, -0.16], [-2.04, 0.65, -1.99], [0.57, -1.43, -1.20], [1.03, 2.21, 1.81], [0.44, -0.03, -0.06], [0.33, 0.22, 0.30], [-0.06, -0.53, -0.40], [0.13, 0.34, -1.06], [0.44, 0.27, 0.06], [-0.24, -0.20, 0.70], [-0.55, 0.17, 0.07], [0.64, 0.90, 0.31], [0.27, -0.18, 0.30], [-0.38, -1.01, -0.37], [0.33, -0.34, 0.13], [0.13, -1.28, -0.15], [0.28, 0.90, 0.36]],
  "lowdin_spin": [-0.0004, 0.0000, 0.0003, 0.0000, 0.0000, 0.8063, 0.0230, 0.0016, 0.0000, 0.0000, 0.0000, 0.0000, 0.0754, 0.0000, 0.0000, 0.0000, 0.0000, 0.0562, 0.0000, 0.0000, -0.0033, 0.0000, 0.0000, 0.0000, 0.0000, 0.0032, 0.0359, 0.0018, 0.0000, 0.0000, 0.0000, 0.0000, 0.0000],
  "lumo_ev": [3.9, 3.9],
  "total_charge": -2,
  "homo_lumo_gap_ev": [3.23, 3.21],
  "multiplicity": 2,
  "homo_energy_ha": [0.0265, 0.0265]
}

***

No. 6
{
  "formula": "C10H13NPSZr",
  "method": "the ωB97M-V functional and the def2-TZVPD basis",
  "elements": ["Zr", "S", "P", "N", "C", "C", "C", "C", "C", "C", "C", "C", "C", "C", "H", "H", "H", "H", "H", "H", "H", "H", "H", "H", "H", "H", "H"],
  "coordinates": [[-0.4035, -0.0698, -1.0195], [1.7170, -0.6103, 0.1362], [-0.1431, 2.5293, -0.1811], [-0.1052, -1.0519, 2.0734], [-0.5373, -2.1000, -1.6362], [-0.6432, -2.3361, -2.9957], [-0.3583, 0.1788, 4.0784], [-0.7891, -0.8266, 3.2429], [-0.1577, -0.0483, -3.9843], [1.0114, -0.3178, 1.7008], [0.7838, 0.9248, 3.7514], [0.1685, 0.7305, -2.8855], [1.4849, 0.6523, 2.5865], [-0.5104, -1.4129, -4.0577], [-0.0143, 3.5703, -1.1491], [-0.5018, -2.9592, -0.9638], [-0.9075, 0.3830, 4.9955], [-0.8545, -3.3564, -3.3641], [2.3664, 1.2112, 2.2825], [-1.6549, -1.4638, 3.4098], [1.1177, 1.7225, 4.4152], [-0.6771, -1.8118, -5.0655], [0.4277, 1.7758, -3.0848], [-0.1316, 0.4232, -4.9815], [-0.3954, -1.8458, 1.4916], [-1.2128, 3.1302, 0.5466], [0.9204, 2.9787, 0.6580]],
  "atomic_forces_ev_per_a": [[-0.19, -0.88, -1.87], [0.41, -0.08, 0.68], [-0.02, 2.12, 0.64], [0.25, 0.54, 0.58], [0.13, 0.82, 0.50], [-0.42, -0.44, -0.91], [-0.51, -0.31, 0.15], [0.58, 0.29, -0.44], [-0.41, -0.91, -1.19], [-0.46, -0.71, -0.38], [0.30, -0.14, -0.27], [-0.21, -0.13, 1.50], [-0.38, 0.25, 0.33], [0.04, 0.33, 0.03], [-0.07, -0.48, 0.22], [0.00, -0.30, -0.36], [0.13, -0.09, -0.25], [0.20, 0.35, 0.34], [-0.18, -0.11, 0.17], [0.24, 0.18, 0.10], [-0.07, -0.24, -0.15], [0.10, 0.19, 0.45], [0.27, -0.30, -0.12], [-0.02, -0.04, 0.48], [0.34, 0.38, 0.09], [0.32, -0.04, -0.10], [-0.36, -0.25, -0.20]],
  "nbo_charge": [1.5470, -0.1007, -0.0266, -0.5064, -0.8320, -0.1460, -0.2581, 0.0765, -0.1664, 0.0770, -0.0810, -0.7801, -0.2620, -0.2971, 0.0895, 0.2051, 0.2617, 0.2095, 0.2665, 0.2497, 0.2541, 0.2219, 0.2140, 0.2177, 0.4555, 0.0471, 0.0637],
  "e_above_lowest_kcal_mol": 9.1,
  "lumo_ev": -4.6,
  "total_charge": 1,
  "homo_lumo_gap_ev": 5.08,
  "homo_energy_ha": -0.3557
}